Entry 1:
This record from the Open Molecules 2025 dataset describes C2H6N2O in the gas phase. The level of theory is wB97M-V/def2-TZVPD.

CARTESIAN COORDINATES (ANGSTROEM)
C: 0.1833 0.1928 -1.9036
C: 0.2413 -0.7603 -0.7151
N: 0.3050 -0.1170 0.3475
O: -0.2469 -0.6959 1.8077
N: -0.3380 0.2865 2.6769
H: -0.8122 0.2734 -2.1811
H: 0.5856 -0.1384 -2.8969
H: 0.5508 1.1338 -1.5488
H: 0.1411 -1.8482 -1.0654
H: -1.1337 0.8859 2.4909
H: 0.5237 0.7873 2.9879

Calculated values
structure (SMILES): C/C=N/ON
net charge: 0
energy relative to the best compared isomer or geometry (same formula, charge and spin): 5.676 eV
HOMO level: -8.69 eV



Entry 2:
This record from the Open Molecules 2025 dataset describes C5H7N3OS in the gas phase. The level of theory is wB97M-V/def2-TZVPD.

CARTESIAN COORDINATES (ANGSTROEM)
C: -0.3660 -2.2478 0.2859
C: -0.8541 -1.0893 0.4320
C: -1.2903 0.1568 0.2755
N: -2.7361 0.2735 0.3341
O: -0.5600 1.4023 0.1708
C: 0.7598 1.4832 -0.0692
C: 1.3608 0.5089 -1.1756
S: 2.3557 -0.7331 -0.2846
N: 2.3796 0.2254 1.0992
N: 1.6474 1.2082 1.1381
H: 0.0343 -2.5340 -0.7323
H: -0.2051 -2.9400 1.1609
H: -2.8616 1.2425 0.6300
H: -3.1601 -0.4723 0.9360
H: 0.8500 2.4604 -0.3729
H: 0.6389 0.1460 -1.8927
H: 2.0069 0.9093 -1.9353

Calculated values
structure (SMILES): C=C=C(N)O[C@@H]1CSN=N1
net charge: 0
energy relative to the best compared isomer or geometry (same formula, charge and spin): 4.963 eV
HOMO level: -8.24 eV



Entry 3:
This record from the Open Molecules 2025 dataset describes a molecular structure, C3H11N3O3. The level of theory is wB97M-V/def2-TZVPD.

CARTESIAN COORDINATES (ANGSTROEM)
C: 2.7546 0.0927 1.6359
N: 1.6485 -0.5185 0.9565
N: 1.8464 -1.1119 -0.1186
O: 0.6930 1.5281 0.1875
H: -0.1140 1.5303 0.7264
H: 0.8191 -0.8316 -1.0015
H: 2.7716 -0.9760 -0.5694
H: 2.4053 1.0618 1.9901
H: 3.6420 0.2296 1.0033
H: 2.9898 -0.5218 2.5067
C: -2.3175 -0.2189 -0.6445
N: -2.1943 0.9580 0.1109
C: -1.3413 -0.7558 -1.3886
O: -3.5981 -0.7418 -0.6043
O: -0.0942 -0.2306 -1.5501
H: -3.6225 -1.5784 -1.0821
H: 0.3516 0.9649 -0.6132
H: -2.2000 1.7854 -0.4740
H: -2.9179 1.0363 0.8164
H: -1.5222 -1.7018 -1.8874

Calculated values
net charge: 0
energy relative to the best compared isomer or geometry (same formula, charge and spin): 4.067 eV
HOMO level: -7.49 eV



Entry 4:
This record from the Open Molecules 2025 dataset describes 2 unconnected molecules or ions with the total composition F2H2O2Si. The level of theory is wB97M-V/def2-TZVPD.

CARTESIAN COORDINATES (ANGSTROEM)
O: -0.3629 2.0222 -0.0273
O: 1.2479 -1.2626 -0.0131
F: 3.0194 0.3698 -1.2230
F: 2.7916 0.3461 1.3005
Si: 2.0132 0.1219 -0.0419
H: -0.9398 1.5844 0.5954
H: 0.5138 -1.5095 -0.5774

Calculated values
net charge: 0
energy relative to the best compared isomer or geometry (same formula, charge and spin): 5.516 eV
HOMO level (alpha / beta): -10.80 / -8.99 eV



Entry 5:
This record from the Open Molecules 2025 dataset describes a molecular structure, C38H51CuN6O5PS3. The level of theory is wB97M-V/def2-TZVPD.

CARTESIAN COORDINATES (ANGSTROEM)
Cu: 0.1180 -1.7521 1.0476
N: 4.7296 -5.8710 4.9451
C: 3.6724 -5.5384 4.1289
C: 2.9419 -4.2683 4.3460
C: 1.7604 -4.0391 3.6779
C: 1.2754 -5.0560 2.7681
C: 1.9574 -6.2566 2.5604
C: 3.2466 -6.3788 3.0787
S: -0.2872 -4.8169 1.9846
O: -0.7149 -6.0422 1.3383
O: -1.1147 -4.2321 3.0137
N: -0.0678 -3.6545 0.7852
C: 0.9736 -3.6566 -0.0635
N: 1.2878 -2.3779 -0.3063
C: 2.2731 -2.0454 -1.1283
C: 2.9377 -2.9987 -1.8905
C: 2.5726 -4.3176 -1.5626
N: 1.6535 -4.6674 -0.6474
H: 4.9349 -5.3110 5.7862
H: 5.4546 -6.4112 4.4798
H: 3.3459 -3.5109 5.0011
H: 1.2730 -3.0537 3.8659
H: 1.6636 -6.9956 1.8409
H: 3.9914 -7.1414 2.7919
H: 2.5095 -0.9614 -1.1780
H: 3.5984 -2.7762 -2.6740
H: 3.0421 -5.2129 -1.9486
O: -2.2839 0.4661 5.4586
C: -3.1512 -0.3646 4.9115
C: -4.3001 -0.5795 5.8209
C: -5.2032 -1.5525 5.4505
C: -5.1101 -2.1984 4.2058
C: -4.0428 -1.9671 3.3422
C: -3.0161 -0.9857 3.6783
C: -1.8813 -0.8731 2.7809
O: -1.8671 -1.4982 1.6882
N: -0.9072 0.0039 3.1890
N: 0.2415 -0.2848 2.4376
C: 1.3817 0.3184 2.8552
S: 1.4560 1.1669 4.3927
C: 3.0802 1.9264 4.0483
C: 3.9362 1.0309 3.0736
S: 2.8011 0.1348 1.9490
H: -1.5316 0.4913 4.8286
H: -4.2919 0.0308 6.7592
H: -6.0049 -1.8251 6.0290
H: -5.8570 -2.9520 3.9418
H: -3.9226 -2.5271 2.4001
H: 3.5964 2.1340 5.0002
H: 2.9868 2.9889 3.6405
H: 4.4375 0.1800 3.5930
H: 4.5536 1.4995 2.3571
O: 0.3281 1.3024 -0.7965
P: -0.1591 1.7931 -2.1429
C: -0.7516 3.5413 -1.8905
C: -1.3621 3.7684 -0.5165
C: -1.9677 5.2025 -0.3088
C: -1.4267 6.2164 -1.3796
C: -1.8560 5.7780 -2.7663
C: -1.6784 4.2829 -3.0147
C: 1.2298 1.6114 -3.3982
C: 0.9471 2.2257 -4.8715
C: 1.6044 3.5549 -5.2012
C: 3.0898 3.5894 -4.7251
C: 3.1533 3.3319 -3.2042
C: 2.6811 1.9263 -2.8775
C: -1.5643 0.7593 -2.7778
C: -2.9517 0.9323 -2.1725
C: -3.9601 0.0051 -2.8347
C: -3.6885 -1.5117 -2.5208
C: -2.2369 -1.7230 -2.0479
C: -1.2128 -0.7290 -2.8370
H: 0.2453 4.0294 -1.9299
H: -0.5175 3.5671 0.1688
H: -2.1573 3.0680 -0.2856
H: -1.5964 5.4662 0.6721
H: -3.0336 5.2271 -0.1624
H: -0.3278 6.1558 -1.2592
H: -1.7750 7.1740 -0.9849
H: -1.2498 6.3496 -3.5481
H: -2.8746 6.1302 -2.9484
H: -1.1467 3.9989 -3.9458
H: -2.5757 3.7042 -3.0448
H: 1.1669 0.5624 -3.6182
H: -0.1436 2.2451 -5.1290
H: 1.2966 1.4711 -5.6023
H: 1.0941 4.4119 -4.7857
H: 1.5786 3.6122 -6.2920
H: 3.5658 4.5385 -4.9246
H: 3.6282 2.8254 -5.2241
H: 2.5317 4.0193 -2.5449
H: 4.1799 3.4010 -2.8245
H: 2.6755 1.7005 -1.7941
H: 3.4129 1.2320 -3.2945
H: -1.6732 1.1317 -3.8849
H: -3.2436 1.9777 -2.2705
H: -2.8635 0.7540 -1.0821
H: -3.8778 0.1702 -3.8988
H: -4.9655 0.2093 -2.5392
H: -3.9229 -2.0340 -3.4820
H: -4.2746 -2.0036 -1.7693
H: -1.8295 -2.7510 -2.1939
H: -2.2554 -1.5541 -0.9437
H: -1.1778 -1.1333 -3.8426
H: -0.2401 -0.9340 -2.3794

Calculated values
<S²>: 0.7545
spin multiplicity: 2
net charge: 0
energy relative to the best compared isomer or geometry (same formula, charge and spin): 0.000 eV
HOMO level (alpha / beta): -7.27 / -7.26 eV